Computed, not measured: a cluster of 2 separate species, C4H12 in total in a non-equilibrium geometry, with ωB97M-V/def2-TZVPD.

```
16
Properties=species:S:1:pos:R:3:forces:R:3:lowdin_charge:R:1
C 0.810000 -1.169088 1.236544 0.6 1.5 -0.5 -0.20
C 1.406856 -2.481906 1.111671 0.9 -4.1 0.6 -0.23
H 1.492320 -0.462742 0.726845 -0.5 0.1 0.3 0.08
H -0.139757 -1.132918 0.728988 -0.5 0.3 0.2 0.06
H 0.801795 -0.943071 2.293021 -0.6 0.6 0.2 0.07
H 1.729846 -2.771903 0.090494 -0.5 0.0 0.5 0.08
H 0.827245 -3.326228 1.627365 0.1 1.0 -1.3 0.09
H 2.290037 -2.606234 1.731009 0.6 0.6 -0.1 0.06
C -0.422254 1.922955 -1.357168 1.1 1.2 0.8 -0.20
C -1.925125 1.789136 -1.082854 0.1 1.2 -1.7 -0.19
H -0.061144 1.011804 -1.767394 0.6 -1.0 -0.1 0.02
H -0.017361 2.720759 -2.159087 -1.3 -1.3 2.3 0.11
H -0.027557 2.040394 -0.245969 0.2 0.0 -2.7 0.10
H -2.555986 2.009417 -2.004149 0.6 -0.6 1.3 0.08
H -2.132951 0.851469 -0.581616 -0.2 -0.3 -0.4 0.05
H -2.075957 2.548162 -0.347699 -1.0 0.7 0.4 0.04
```
Positions in Å, forces in eV/Å.

Properties
Calculated total energy ... -159.54569 Eh
Energy relative to the best compared isomer or geometry (same formula, charge and spin) ... 103.1 kJ/mol
Structure (SMILES) ... CC.CC
E_HOMO ... -11.30 eV
Frontier orbital gap ... 12.40 eV
LUMO energy ... 1.10 eV

---

Computed, not measured: a cluster of 2 separate species, C4H12 in total in a non-equilibrium geometry, with ωB97M-V/def2-TZVPD.

```
16
Properties=species:S:1:pos:R:3:forces:R:3:lowdin_charge:R:1
C -1.324604 1.775302 1.324349 1.7 -0.7 -0.9 -0.17
C -0.047989 2.013654 2.191789 -2.4 -0.6 0.9 -0.16
H -2.121329 1.132464 1.683307 -0.1 0.4 0.9 0.05
H -1.683075 2.729300 0.951965 -0.3 -0.1 -0.2 0.06
H -0.947145 1.137134 0.509070 -0.3 0.6 -0.4 0.05
H -0.301740 2.779559 2.926487 0.5 0.4 -0.2 0.05
H 0.087516 1.123517 2.809654 0.6 -0.1 -0.3 0.06
H 0.795207 2.247279 1.561071 0.3 0.1 0.1 0.06
C 1.336374 -2.170297 -1.456400 -1.1 -1.7 -0.5 -0.17
C 0.018149 -1.568353 -2.009931 1.4 0.8 0.1 -0.17
H 1.130163 -3.183147 -1.088711 0.4 0.1 0.1 0.06
H 2.070806 -2.267892 -2.258026 0.0 0.1 0.0 0.06
H 1.799965 -1.609311 -0.654262 -0.2 0.3 0.1 0.05
H -0.441502 -2.008595 -2.890731 0.6 -0.4 -0.2 0.05
H 0.438871 -0.594442 -2.292048 -1.3 0.4 -0.1 0.06
H -0.809666 -1.536171 -1.307584 0.3 0.4 0.4 0.05
```
Positions in Å, forces in eV/Å.

Properties
Calculated total energy ... -159.56321 Eh
Energy relative to the best compared isomer or geometry (same formula, charge and spin) ... 57.1 kJ/mol
Structure (SMILES) ... CC.CC
E_HOMO ... -11.45 eV
Frontier orbital gap ... 12.47 eV
LUMO energy ... 1.03 eV

---

Computed, not measured: a cluster of 2 separate species, C4H12 in total in a non-equilibrium geometry, with ωB97M-V/def2-TZVPD.

```
16
Properties=species:S:1:pos:R:3:forces:R:3:lowdin_charge:R:1
C -1.827229 -0.298770 -0.903948 -2.9 0.0 1.4 -0.23
C -1.314093 -0.611825 -2.255712 -3.2 -4.2 -0.3 -0.18
H -1.567964 -1.054579 -0.208641 0.5 -1.0 0.7 0.03
H -1.325888 0.558033 -0.516439 -0.2 1.2 0.3 0.04
H -2.998662 -0.267387 -0.749417 2.3 0.4 -0.7 0.11
H -1.845535 -0.016269 -2.987476 0.3 -0.1 -0.5 0.05
H -1.637312 -1.868843 -2.412019 1.4 3.8 -0.2 0.15
H -0.287772 -0.445336 -2.201093 1.8 -0.1 -0.7 0.03
C 1.533336 1.281199 1.415904 1.4 -1.2 0.4 -0.15
C 1.641026 -0.263610 1.714833 0.3 1.0 0.3 -0.15
H 1.217911 1.549431 0.427551 -0.4 -0.6 -0.9 0.04
H 0.811821 1.774778 2.029911 0.0 0.5 0.9 0.04
H 2.570106 1.688053 1.424173 -0.8 0.1 0.7 0.07
H 2.049046 -0.592053 2.723241 -0.4 0.9 -1.2 0.08
H 2.258688 -0.647415 0.933413 0.8 -0.5 -0.3 0.04
H 0.722527 -0.785414 1.565725 -1.0 -0.2 0.1 0.03
```
Positions in Å, forces in eV/Å.

Properties
Calculated total energy ... -159.53672 Eh
Energy relative to the best compared isomer or geometry (same formula, charge and spin) ... 126.7 kJ/mol
Structure (SMILES) ... CC.CC
E_HOMO ... -11.21 eV
Frontier orbital gap ... 12.28 eV
LUMO energy ... 1.07 eV

---

Computed, not measured: a cluster of 2 separate species, C4H12 in total in a non-equilibrium geometry, with ωB97M-V/def2-TZVPD.

```
16
Properties=species:S:1:pos:R:3:forces:R:3:lowdin_charge:R:1
C -2.181671 -0.831992 0.746825 -1.9 -1.8 1.1 -0.19
C -0.803252 -1.252997 1.245569 2.2 3.3 -1.3 -0.19
H -3.008241 -1.591196 1.162831 1.5 2.1 -0.2 0.10
H -2.379664 0.253504 0.997893 -0.1 -1.4 -0.5 0.08
H -2.325839 -1.067856 -0.304808 0.3 0.6 -0.3 0.04
H -0.501319 -0.601217 2.087376 -0.3 -0.2 -0.1 0.06
H -0.635206 -2.226306 1.628046 -0.1 -1.2 -0.3 0.04
H 0.004602 -0.895668 0.432742 -1.8 -1.5 1.8 0.07
C 1.447489 0.397878 -1.449551 -0.7 0.1 0.5 -0.19
C 1.475751 1.628093 -0.621522 1.6 2.5 0.1 -0.20
H 0.752813 0.635863 -2.228529 -0.2 -0.9 -1.0 0.07
H 2.427857 0.123162 -1.735720 0.9 -0.2 -1.0 0.06
H 1.116051 -0.404221 -0.784669 -0.2 0.0 -0.6 0.03
H 1.736213 2.659214 -1.174769 -0.9 -2.4 1.0 0.11
H 2.319133 1.491110 0.051684 -0.1 0.4 0.6 0.06
H 0.555284 1.682629 -0.053399 -0.1 0.6 0.1 0.05
```
Positions in Å, forces in eV/Å.

Properties
Calculated total energy ... -159.54119 Eh
Energy relative to the best compared isomer or geometry (same formula, charge and spin) ... 114.9 kJ/mol
Structure (SMILES) ... CC.CC
E_HOMO ... -10.97 eV
Frontier orbital gap ... 12.11 eV
LUMO energy ... 1.14 eV